[1]
The following is a DFT calculation (ωB97M-V with the def2-TZVPD basis set) of a molecular structure, C4H7NO.

Structure (XYZ):
```
13
Properties=species:S:1:pos:R:3
O 0.0032 -1.6010 1.2376
N -0.6675 1.0725 0.8038
C -0.4170 -0.6091 -1.0100
C 0.5623 -0.9772 0.1210
C -0.4782 0.9571 -0.6129
C 0.7029 0.5690 0.2170
H -0.7771 1.6782 -1.3879
H 1.4622 -1.5391 -0.1548
H 1.3478 1.3755 0.8630
H 0.0582 -0.7242 -1.9986
H -0.6262 -0.9472 1.5937
H -1.3960 -1.0636 -0.9392
H 0.2255 1.8092 1.2674
```

## Properties
**Energy above the lowest of the compared OMol25 structures with the same formula, charge and spin**: 129.08 kcal/mol

How positive or negative is each atom? The Mulliken charges in e answer that:
1. O -0.556
2. N -0.588
3. C -0.629
4. C -0.096
5. C -0.128
6. C -0.278
7. H 0.355
8. H 0.383
9. H 0.224
10. H 0.297
11. H 0.421
12. H 0.315
13. H 0.279

[2]
The following is a DFT calculation (ωB97M-V with the def2-TZVPD basis set) of 2 unconnected molecules or ions with the total composition C4H8O2.

Structure (XYZ):
```
14
Properties=species:S:1:pos:R:3
O -0.2818 -2.2112 0.0621
O 1.8408 -0.5483 -0.6959
C -1.4502 1.4019 -0.1283
C -0.9371 0.0379 -0.4958
C 2.3567 -0.0687 0.2678
C -0.8591 -1.0097 0.3261
H 2.8183 1.0159 0.3982
H -1.0625 -1.1274 1.4000
H -0.5014 0.0333 -1.4655
H -1.7150 1.3203 0.8253
H -2.3347 1.5844 -0.8590
H 0.1991 -1.9259 -0.7554
H -0.5512 1.9936 -0.1949
H 2.4782 -0.4962 1.3154
```

## Properties
**Energy above the lowest of the compared OMol25 structures with the same formula, charge and spin**: 80.03 kcal/mol

How positive or negative is each atom? The Mulliken charges in e answer that:
1. O -0.466
2. O -0.391
3. C -1.112
4. C -0.110
5. C -0.027
6. C -0.299
7. H 0.201
8. H 0.336
9. H 0.419
10. H 0.359
11. H 0.270
12. H 0.346
13. H 0.255
14. H 0.219

[3]
The following is a DFT calculation (ωB97M-V with the def2-TZVPD basis set) of 14 unconnected molecules or ions with the total composition C53H134N6O8.

Structure (XYZ):
```
201
Properties=species:S:1:pos:R:3
O 5.8294 10.1728 -28.2838
O 2.1820 14.0919 -29.5081
O 8.4693 6.7764 -24.2322
O 9.4478 11.6323 -32.2026
O 10.9960 9.2334 -27.1456
O 9.5091 11.1070 -25.7905
O -0.2399 10.4284 -26.5352
O 6.3776 15.2112 -27.0544
N 3.1496 11.5797 -33.2233
N 8.0573 16.7388 -25.1808
N 0.1189 7.8921 -27.7569
N 3.1003 13.2947 -22.4520
N 8.6710 5.5536 -29.9803
N 6.9277 8.2228 -22.3035
C 1.8685 10.9221 -33.0717
C 3.3838 15.8761 -28.5122
C -0.6782 7.1012 -26.8059
C 7.8244 16.1725 -23.8445
C 7.1076 4.2555 -31.5015
C 2.2479 11.0060 -22.9719
C 6.7851 10.7237 -27.3887
C 4.5477 14.3117 -20.6754
C 7.8787 14.6650 -23.7654
C 4.0453 10.7787 -34.0573
C 9.5237 12.4208 -26.3202
C 7.1141 15.0483 -28.2517
C 2.2398 7.4158 -26.5489
C 7.1603 9.6313 -22.6639
C 5.1842 11.6001 -34.6438
C 3.2830 14.3403 -28.6414
C 5.5277 7.7802 -22.4633
C 7.6126 6.4104 -29.4488
C 10.5746 17.0651 -24.7932
C 1.7596 15.3036 -30.1458
C 4.1394 14.6586 -24.2313
C 8.4142 5.0427 -31.3294
C 9.3078 7.7347 -24.8249
C 8.8997 7.7019 -20.8703
C 7.3982 7.9691 -20.9280
C 8.6563 11.3551 -31.0416
C -0.5420 8.0322 -29.0484
C 1.4989 7.4377 -27.8874
C 6.2326 10.6535 -22.0323
C 7.7395 12.5608 -31.0209
C 3.2239 14.3167 -21.4406
C 9.7855 13.0295 -32.1739
C 4.6738 9.8859 -27.5107
C 7.5003 7.7414 -30.2237
C 4.6311 10.9609 -26.4121
C -0.8538 5.6332 -27.2037
C 5.9614 11.7056 -26.5740
C 5.1269 7.7805 -23.9434
C 4.1900 11.0375 -31.0240
C 2.6982 11.9978 -21.9123
C 10.2523 8.7209 -28.2482
C 9.0352 4.4528 -29.0549
C -0.0775 9.2786 -29.7996
C 0.8680 11.7710 -32.2929
C 0.9364 11.1751 -26.7447
C 2.0627 16.3599 -29.0886
C 9.7291 4.9318 -27.7974
C 3.7751 12.1280 -32.0341
C 4.0699 13.3177 -23.5375
C 6.2257 18.3899 -25.3593
C 9.4285 16.5113 -25.6528
C 8.7447 13.6570 -31.2511
C 7.7394 18.1707 -25.2166
H 10.5297 5.6351 -28.0270
H 5.0550 13.0487 -23.1223
H 2.3823 15.4289 -31.0408
H 5.9645 19.4501 -25.3381
H 0.8306 12.7303 -32.8185
H 9.1690 6.9435 -21.6075
H 10.4007 12.9503 -25.9291
H -0.4633 10.2034 -29.3649
H 9.1473 13.9422 -30.2767
H 4.7657 12.4806 -35.1316
H 6.9385 7.0258 -20.6192
H 5.5693 6.9034 -24.4125
H -1.5776 5.1396 -26.5497
H 6.6722 11.6450 -22.1539
H 1.9816 8.3214 -25.9915
H 3.4449 10.3689 -34.8715
H 8.0064 18.6633 -24.2717
H 0.7326 12.1164 -27.2590
H 10.6014 16.5126 -23.8512
H 9.7907 13.4707 -33.1704
H 5.3630 14.6445 -21.3231
H 7.9714 7.2349 -23.5111
H 6.8230 16.4832 -23.5362
H 8.1615 10.3913 -31.1755
H 10.4856 18.1349 -24.6079
H 4.2230 13.9461 -29.0341
H 2.0095 8.1899 -28.4898
H 1.9600 6.5396 -25.9625
H 8.2645 14.5328 -31.6912
H 10.8045 13.1395 -31.7860
H 5.4126 8.6908 -24.4691
H 3.5666 16.2047 -27.4917
H 8.1331 14.7477 -27.9798
H 3.0622 12.7825 -31.5258
H 0.1100 5.1359 -27.0902
H 10.2176 4.1101 -27.2710
H 10.7483 7.8592 -28.6949
H 7.8332 6.5815 -28.3979
H 8.4675 16.6898 -23.1191
H 2.3670 14.2730 -20.7620
H 5.8138 17.9916 -26.2887
H 8.2313 18.6508 -26.0596
H 3.2050 14.9285 -24.7268
H 1.5187 11.4256 -23.6586
H 4.1993 16.2286 -29.1487
H 8.6428 12.9381 -25.9397
H 1.5690 6.4640 -28.3874
H 3.0806 13.8827 -27.6723
H 0.7109 15.2224 -30.4154
H 4.3310 11.4786 -30.0343
H 9.5184 15.4234 -25.7356
H 2.1645 17.3877 -29.4373
H -1.6217 8.1242 -28.9080
H 4.7382 13.3664 -20.1715
H 6.2325 4.8965 -31.4109
H 4.0392 7.7040 -24.0251
H 6.4433 11.9185 -25.6136
H 7.0489 8.7222 -20.2133
H 4.5938 12.8012 -32.2875
H 3.4174 10.2749 -30.9238
H 1.0057 9.3633 -29.8574
H 4.4543 9.9020 -33.5301
H 3.3216 7.4380 -26.6513
H -0.4201 7.1626 -29.7104
H 3.1101 10.5930 -23.5071
H -0.1937 7.1110 -25.8301
H 4.9270 8.4798 -21.8677
H 7.6204 11.1221 -27.9687
H 9.5179 12.4098 -27.4134
H 9.0432 5.4280 -27.1089
H 3.4935 11.6027 -21.2643
H 7.7203 14.4136 -22.7131
H -1.6368 7.6083 -26.6911
H 5.9222 11.9096 -33.9041
H 1.5457 11.3579 -25.8541
H -0.1456 11.3727 -32.3116
H 9.2788 11.2376 -30.1428
H 6.9353 15.7455 -26.4552
H 7.2794 9.9661 -26.7646
H 5.1348 10.5620 -31.2915
H -0.1093 9.5508 -26.9678
H 1.9675 9.9438 -32.5671
H 6.6997 14.3039 -28.9284
H 3.0341 15.3025 -21.8831
H 9.6822 8.5173 -24.1590
H 1.8116 12.1231 -21.2841
H 7.1347 14.1454 -24.3679
H 8.1756 3.8053 -28.8455
H 8.8601 14.2565 -24.0161
H 5.9909 10.4724 -20.9857
H 10.0710 9.4388 -29.0528
H 1.4330 10.6906 -34.0453
H 5.6864 17.9073 -24.5435
H 1.8358 10.1445 -22.4400
H -1.2630 5.4492 -28.1980
H 10.1584 7.2806 -25.3349
H 8.7817 8.2776 -25.6248
H 9.2683 4.4520 -31.6548
H 4.8341 14.5598 -25.0761
H 8.3603 5.9497 -31.9385
H 7.2729 12.6472 -30.0335
H 6.7330 7.7446 -30.9907
H 9.5512 16.8816 -26.6725
H 8.2113 9.8554 -22.4706
H 8.4836 8.0808 -30.5527
H 5.2902 10.6824 -22.5858
H 9.4940 8.5951 -21.0593
H 1.2755 16.2654 -28.3368
H 7.1255 9.7000 -23.7561
H 9.7464 3.8596 -29.6358
H 4.5146 10.4974 -25.4310
H 7.2438 8.4641 -29.4417
H 7.0099 3.4004 -30.8320
H 4.5531 15.0914 -19.9046
H 6.6368 5.9069 -29.4996
H 7.1489 15.9910 -28.8130
H 11.5506 16.8966 -25.2494
H 5.7028 10.9828 -35.3805
H 1.1801 11.9256 -31.2606
H 11.9325 9.1457 -27.3412
H 5.4346 6.7548 -22.1158
H 1.6074 10.6068 -27.4086
H 5.8509 12.6959 -27.0174
H 3.8351 12.5315 -24.2537
H 7.0921 3.8261 -32.5076
H 3.7882 11.6359 -26.5643
H 10.1074 10.5325 -26.3105
H 9.1580 7.2302 -19.9198
H 3.7850 9.8888 -28.1442
H 4.5474 15.4946 -23.6628
H 6.9167 12.5489 -31.7335
H 9.2884 8.3837 -27.8705
H -0.5172 9.2807 -30.8005
H 4.7466 8.8712 -27.1061
```

## Properties
**Electronic energy**: -82450.933 eV

Atomic partial charges in e from the Mulliken method, atoms 1 to 99:
1. O -0.194
2. O -0.278
3. O -0.674
4. O -0.565
5. O -0.535
6. O -0.373
7. O -0.694
8. O 0.623
9. N 0.279
10. N 0.781
11. N 0.750
12. N 0.187
13. N 0.228
14. N 0.362
15. C -0.512
16. C -0.422
17. C -0.650
18. C -1.445
19. C -1.072
20. C -0.819
21. C 0.951
22. C -0.596
23. C -0.530
24. C -0.374
25. C -0.170
26. C -0.407
27. C -1.499
28. C -0.353
29. C -1.053
30. C 1.287
31. C -0.928
32. C -0.718
33. C -1.468
34. C -0.592
35. C -1.312
36. C -0.640
37. C -0.259
38. C -1.180
39. C -0.423
40. C 0.168
41. C -0.892
42. C -0.414
43. C -0.596
44. C 2.376
45. C -0.914
46. C -0.622
47. C 1.046
48. C -1.314
49. C 2.424
50. C -1.240
51. C 0.924
52. C -0.180
53. C 0.820
54. C -0.532
55. C -0.070
56. C -0.476
57. C -0.746
58. C -1.110
59. C 0.578
60. C -0.695
61. C -1.198
62. C -1.070
63. C 2.052
64. C -1.265
65. C -0.070
66. C -0.427
67. C -0.629
68. H 0.168
69. H -0.628
70. H 0.260
71. H 0.451
72. H 0.359
73. H 0.233
74. H 0.503
75. H 0.297
76. H 0.016
77. H 0.327
78. H 0.446
79. H 0.513
80. H 0.445
81. H 0.151
82. H 0.259
83. H 0.472
84. H 0.297
85. H 0.361
86. H 0.312
87. H 0.305
88. H -0.092
89. H 0.242
90. H 0.464
91. H 0.084
92. H 0.294
93. H -0.542
94. H -0.211
95. H 0.570
96. H 0.472
97. H 0.324
98. H -0.628
99. H 0.103

Repeat the first record exactly.
The following is a DFT calculation (ωB97M-V with the def2-TZVPD basis set) of a molecular structure, C4H7NO.

Structure (XYZ):
```
13
Properties=species:S:1:pos:R:3
O 0.0032 -1.6010 1.2376
N -0.6675 1.0725 0.8038
C -0.4170 -0.6091 -1.0100
C 0.5623 -0.9772 0.1210
C -0.4782 0.9571 -0.6129
C 0.7029 0.5690 0.2170
H -0.7771 1.6782 -1.3879
H 1.4622 -1.5391 -0.1548
H 1.3478 1.3755 0.8630
H 0.0582 -0.7242 -1.9986
H -0.6262 -0.9472 1.5937
H -1.3960 -1.0636 -0.9392
H 0.2255 1.8092 1.2674
```

## Properties
**Energy above the lowest of the compared OMol25 structures with the same formula, charge and spin**: 129.08 kcal/mol

How positive or negative is each atom? The Mulliken charges in e answer that:
1. O -0.556
2. N -0.588
3. C -0.629
4. C -0.096
5. C -0.128
6. C -0.278
7. H 0.355
8. H 0.383
9. H 0.224
10. H 0.297
11. H 0.421
12. H 0.315
13. H 0.279

Copy entry 1 word for word.
The following is a DFT calculation (ωB97M-V with the def2-TZVPD basis set) of a molecular structure, C4H7NO.

Structure (XYZ):
```
13
Properties=species:S:1:pos:R:3
O 0.0032 -1.6010 1.2376
N -0.6675 1.0725 0.8038
C -0.4170 -0.6091 -1.0100
C 0.5623 -0.9772 0.1210
C -0.4782 0.9571 -0.6129
C 0.7029 0.5690 0.2170
H -0.7771 1.6782 -1.3879
H 1.4622 -1.5391 -0.1548
H 1.3478 1.3755 0.8630
H 0.0582 -0.7242 -1.9986
H -0.6262 -0.9472 1.5937
H -1.3960 -1.0636 -0.9392
H 0.2255 1.8092 1.2674
```

## Properties
**Energy above the lowest of the compared OMol25 structures with the same formula, charge and spin**: 129.08 kcal/mol

How positive or negative is each atom? The Mulliken charges in e answer that:
1. O -0.556
2. N -0.588
3. C -0.629
4. C -0.096
5. C -0.128
6. C -0.278
7. H 0.355
8. H 0.383
9. H 0.224
10. H 0.297
11. H 0.421
12. H 0.315
13. H 0.279